# H26O13

13 unconnected molecules or ions with the total composition H26O13 in a non-equilibrium geometry (ωB97M-V/def2-TZVPD, OMol25).

Results
orbital gap: 10.55 eV
spin multiplicity: 1

Atoms and positions in Å:
O -2.529 -2.224 -2.516
O 1.745 -2.408 -2.412
O -2.247 -2.804 0.460
O -3.633 1.555 -0.386
O -0.382 0.583 -2.688
O -0.012 2.482 0.600
O -2.839 -0.155 3.285
O 0.014 1.541 3.199
O 1.056 2.875 -1.969
O 0.872 -2.878 1.940
O 2.840 -0.555 2.362
O 2.100 1.643 1.107
O 2.763 0.511 -2.413
H -2.383 0.607 2.960
H 2.255 2.017 1.978
H -0.665 3.093 0.945
H -2.945 1.724 0.264
H -1.973 -1.691 -3.149
H -3.215 -1.605 -2.371
H 2.578 -0.456 1.456
H 0.334 -2.118 1.738
H -0.008 0.608 2.848
H 2.950 1.832 0.586
H -1.813 -3.677 0.415
H 1.307 -2.283 -1.532
H 0.610 3.657 -1.642
H 1.817 -3.393 -2.258
H 2.469 0.598 -3.341
H 0.048 2.182 -0.294
H 0.173 -3.598 2.149
H 3.278 -1.428 2.642
H -0.366 1.503 -2.437
H -2.579 -2.710 -0.489
H -0.007 1.904 2.198
H 3.184 -0.316 -2.402
H 0.064 0.075 -2.054
H -4.436 1.307 -0.012
H -2.442 -1.024 3.069
H 2.015 3.024 -1.835



# H26O13

13 unconnected molecules or ions with the total composition H26O13 in a non-equilibrium geometry (ωB97M-V/def2-TZVPD, OMol25).

Results
orbital gap: 10.56 eV
spin multiplicity: 1

Atoms and positions in Å:
O 1.535 -0.846 3.795
O 0.502 -2.937 -1.657
O -0.799 2.272 2.254
O 3.395 0.657 2.249
O -1.204 -0.501 2.959
O 0.022 0.375 -0.350
O -0.360 1.977 -3.441
O -1.331 -2.251 0.480
O -0.428 -1.164 -3.623
O 2.218 1.577 -1.629
O 1.758 2.773 1.138
O -2.853 -0.130 0.070
O -2.997 -1.310 -2.565
H 1.919 1.503 -2.543
H 1.530 1.072 -1.123
H 0.075 2.549 1.897
H 4.185 0.733 1.699
H -0.337 -0.706 3.372
H 0.044 -1.631 -2.906
H 0.056 0.198 0.605
H -0.749 -2.594 -0.227
H -1.452 2.645 1.650
H -0.867 -2.448 1.298
H 3.017 1.555 2.262
H 2.258 -0.246 3.518
H -3.939 -1.183 -2.422
H -0.594 -0.286 -0.693
H -1.087 0.419 2.641
H 1.840 2.317 0.282
H 1.450 -2.851 -1.469
H -1.081 2.141 -2.823
H -1.335 -1.507 -3.535
H -2.575 -1.092 -1.708
H -0.137 1.043 -3.299
H 1.928 -1.725 3.790
H 0.413 -3.758 -2.164
H 1.681 3.707 0.899
H -3.423 0.338 0.689
H -2.278 -0.685 0.629



# H26O13

13 unconnected molecules or ions with the total composition H26O13 in a non-equilibrium geometry (ωB97M-V/def2-TZVPD, OMol25).

Results
orbital gap: 9.51 eV
spin multiplicity: 1

Atoms and positions in Å:
O 0.195 0.718 -0.302
O 3.032 0.362 2.982
O 1.368 1.165 -2.503
O 4.329 2.821 -1.081
O 0.721 -1.916 2.987
O 2.949 -1.705 -2.157
O -3.545 3.106 -1.512
O -0.985 -0.168 1.405
O -4.738 -1.747 1.563
O -1.677 5.106 1.670
O -0.752 -3.210 -1.261
O -3.900 -1.836 -1.660
O 4.569 -1.367 0.359
H 0.123 -2.105 3.719
H -1.843 4.199 1.387
H 1.045 0.300 -2.226
H -0.158 -3.545 -1.943
H 2.448 -2.331 -2.692
H 2.696 0.841 2.216
H 1.594 -1.899 3.396
H -0.723 0.689 -0.593
H 2.358 -0.304 3.157
H -5.647 -1.745 1.243
H -1.319 -0.502 0.564
H -4.422 -1.306 -2.273
H 3.378 2.700 -1.182
H -4.419 2.833 -1.812
H -4.242 -1.306 0.863
H -1.258 -3.985 -0.991
H -2.412 5.605 1.298
H 2.146 1.313 -1.953
H -3.242 2.367 -0.972
H -4.017 -1.395 -0.811
H 4.432 3.772 -0.959
H -1.039 -0.928 1.996
H 4.225 -2.263 0.441
H 2.744 -0.848 -2.547
H 0.579 -0.093 -0.654
H 5.405 -1.391 0.838



# H26O13

13 unconnected molecules or ions with the total composition H26O13 (ωB97M-V/def2-TZVPD, OMol25).

Results
orbital gap: 8.77 eV
spin multiplicity: 1

Atoms and positions in Å:
O -3.036 -1.773 -2.083
O 1.799 -2.454 1.785
O -1.813 0.420 -3.564
O -2.406 2.782 -1.399
O 3.714 -0.951 0.131
O 2.472 1.545 0.061
O -0.336 -0.200 -0.408
O 1.084 -0.669 -2.852
O 1.228 -4.065 -0.599
O -3.068 -0.134 0.462
O -0.239 1.469 2.769
O -0.292 3.117 0.476
O 2.550 0.662 3.095
H -3.521 0.716 0.362
H 1.754 2.185 -0.029
H 2.683 -0.186 2.656
H 0.666 -0.441 -2.009
H -0.919 0.788 2.827
H 0.319 -4.203 -0.879
H -2.652 0.800 -3.840
H -3.160 -1.239 -1.287
H -0.373 2.517 1.238
H 1.212 -3.240 -0.097
H 2.447 -3.172 1.778
H 0.212 -0.031 0.366
H -1.259 -0.132 -0.121
H -0.015 3.960 0.850
H -1.866 2.096 -1.813
H 1.607 0.836 3.023
H 3.114 -0.189 0.112
H 3.239 -1.626 0.623
H -0.348 1.998 3.570
H 0.533 -0.232 -3.509
H -1.978 2.957 -0.548
H -2.661 -2.604 -1.779
H -2.065 -0.251 -2.911
H 3.224 1.944 -0.388
H 1.224 -2.673 2.525
H -3.078 -0.327 1.405



# H26O13

A molecular structure, H26O13 in a non-equilibrium geometry (ωB97M-V/def2-TZVPD, OMol25).

Results
orbital gap: 7.32 eV
spin multiplicity: 1

Atoms and positions in Å:
O -1.002 1.110 -1.628
O 1.095 0.636 -1.536
O 1.893 -0.848 0.201
O -0.986 1.464 1.368
O -2.862 0.506 -0.555
O -0.250 -0.529 0.089
O -1.429 -2.230 -0.071
O -2.355 -0.776 1.708
O 2.643 1.035 1.355
O -1.567 -1.170 -1.780
O 0.864 1.851 0.530
O 1.100 -1.729 -2.175
O 1.567 -0.729 2.590
H 2.661 -0.535 -0.278
H -0.091 0.961 -1.377
H 1.133 -0.833 -1.840
H -2.194 -0.458 0.820
H -1.636 -0.414 2.226
H 1.996 -1.799 0.226
H -0.770 -1.536 -0.050
H -1.595 -0.953 -2.712
H 1.792 0.916 -2.129
H -1.490 -0.324 -1.339
H 1.977 -1.887 -2.524
H 0.602 2.729 0.253
H -3.059 1.030 0.222
H -1.918 1.533 1.158
H -0.963 1.023 2.217
H 0.702 -0.545 0.186
H 2.353 -1.242 2.775
H 1.224 -1.100 1.777
H -1.417 -2.599 0.812
H -2.187 1.004 -1.015
H 1.290 1.080 -0.711
H -0.488 0.391 0.207
H 1.876 1.532 1.070
H 2.385 0.119 1.260
H -0.965 1.840 -2.246
H 0.073 1.476 0.917



# H26O13

13 unconnected molecules or ions with the total composition H26O13 in a non-equilibrium geometry (ωB97M-V/def2-TZVPD, OMol25).

Results
orbital gap: 9.84 eV
spin multiplicity: 1

Atoms and positions in Å:
O -0.943 3.143 0.110
O -0.988 -2.117 -1.211
O 0.754 0.766 -2.931
O -2.671 0.467 -2.790
O 2.836 -0.797 1.036
O -3.308 -1.323 1.241
O 1.786 -3.720 0.124
O 0.854 -2.600 2.347
O 0.421 -0.466 1.136
O 0.743 3.359 -2.153
O 2.288 2.173 0.646
O -1.468 1.131 2.380
O -2.058 0.239 -0.372
H -1.654 2.456 -0.306
H -0.680 -2.448 -2.055
H -2.384 0.227 -1.875
H -1.482 2.124 2.114
H 1.208 -3.475 2.549
H -0.153 -2.019 -0.672
H 2.765 -3.551 0.289
H -1.932 -0.698 0.130
H 1.380 -2.859 0.497
H -2.157 0.023 -3.449
H 1.459 3.212 -1.523
H 2.552 -1.361 0.294
H -1.678 1.525 3.295
H 0.006 3.064 -0.114
H 0.100 -1.247 1.728
H -3.069 -2.025 0.839
H 1.844 2.321 1.528
H 2.266 0.079 0.820
H 3.108 2.678 0.671
H -2.550 -0.973 1.762
H -0.210 0.257 1.350
H 0.193 0.312 -3.558
H 1.618 0.645 -3.461
H 1.615 -2.036 2.684
H -1.315 0.784 -0.337
H 0.905 2.727 -2.764